Entry 1:
25
Properties=species:S:1:pos:R:3:forces:R:3 method="wB97M-V/def2-TZVPD" multiplicity=1 relative_energy_kcal_mol=80.9 homo_ev=-8.826 total_charge=0 homo_lumo_gap_ha=0.3525
C -0.9705 -1.3401 -0.3720 1.262 0.580 -0.895
C 1.8073 -0.9301 -1.4065 -0.287 -0.026 -0.365
C -1.1223 -2.2909 -1.5105 0.200 0.144 -0.044
C -0.7825 -1.8187 0.9689 1.703 0.439 0.566
O 0.8507 -0.7007 -0.4053 -1.007 -0.023 -0.709
H -1.4337 -0.3646 -0.5031 0.117 -0.097 -0.003
H 1.5428 -0.3979 -2.3309 0.109 -0.038 -0.011
H 1.9124 -1.9979 -1.6489 0.001 0.074 0.043
H 2.7858 -0.5610 -1.0769 -0.145 -0.016 0.035
H -0.5035 -3.1779 -1.3758 -0.008 0.014 0.050
H -1.2708 -1.2570 1.7574 -0.121 -0.101 0.002
H -2.1683 -2.6119 -1.5490 0.029 0.040 0.023
H -0.8740 -1.8222 -2.4617 -0.045 -0.012 -0.023
H -0.7805 -2.8974 1.0968 -0.153 0.017 0.012
H 0.3834 -1.4164 0.8480 -1.654 -1.062 1.314
C 0.2666 1.8447 2.1233 -0.018 0.039 -0.050
C -0.0296 2.7208 0.9327 -0.037 0.026 0.059
N -0.1309 2.0308 -0.2563 -0.016 0.039 -0.050
N -0.2153 3.9709 1.1097 0.042 0.004 -0.013
H -0.1555 2.5752 -1.1046 0.016 -0.006 0.087
H 0.3148 1.1165 -0.3227 0.012 0.077 0.011
H -0.4176 4.4572 0.2349 0.001 -0.112 0.008
H 1.1227 1.1967 1.9285 -0.011 -0.001 -0.002
H 0.4611 2.4684 2.9911 -0.007 0.002 -0.034
H -0.5924 1.2035 2.3330 0.017 -0.001 -0.012

***

Entry 2:
26
Properties=species:S:1:pos:R:3:forces:R:3 method="wB97M-V/def2-TZVPD" multiplicity=1 relative_energy_kcal_mol=113.1 homo_ev=-6.888 total_charge=0 homo_lumo_gap_ha=0.2711
C -1.1881 -1.4137 -0.7716 -0.919 2.782 1.402
C 1.7256 1.1067 -1.0863 -0.276 -0.071 -0.266
C -1.9083 -2.2501 0.2642 -0.075 0.161 -0.147
N 0.0685 -1.8726 -1.0476 2.521 0.323 0.995
O 1.0369 2.3081 -1.4024 0.087 -0.048 0.008
H 1.1357 2.4821 -2.3434 0.008 -0.016 0.062
H -1.8030 -1.1867 -1.6444 -0.046 -0.182 -0.011
H 0.3807 -1.5212 -1.9493 -0.004 -0.122 0.084
H 0.9251 -1.3825 -0.1647 -1.504 -1.178 -2.121
H 2.8165 1.2542 -1.1669 -0.199 -0.087 0.104
H 1.4402 0.2852 -1.7545 0.067 0.099 0.127
H -2.8937 -1.8445 0.4973 -0.102 -0.010 0.009
H -2.0292 -3.2682 -0.1088 0.003 0.004 0.029
H -1.3262 -2.3035 1.1869 0.090 -0.039 -0.001
C -1.4049 0.4031 0.0533 -1.060 -2.269 -1.006
C 1.3035 1.7797 1.3562 -0.221 -0.053 0.140
C 1.4313 0.7023 0.3328 1.226 -1.046 0.690
O -1.3277 0.4099 1.4687 0.213 0.000 0.060
N 1.5816 -0.5529 0.6260 -0.123 1.462 -0.084
H -1.8969 -0.2886 1.8050 0.016 0.017 -0.075
H 1.4857 -0.7674 1.6138 -0.132 0.226 0.093
H -0.9398 1.3084 -0.3287 0.501 -0.240 -0.074
H -2.4489 0.4660 -0.2738 -0.128 0.186 0.163
H 0.8195 1.4007 2.2531 0.028 -0.051 -0.040
H 2.3034 2.1406 1.6189 -0.060 0.073 -0.149
H 0.7125 2.6050 0.9664 0.090 0.081 0.009

***

Entry 3:
26
Properties=species:S:1:pos:R:3:forces:R:3 method="wB97M-V/def2-TZVPD" multiplicity=1 relative_energy_kcal_mol=129.6 homo_ev=-8.059 total_charge=0 homo_lumo_gap_ha=0.3199 smiles="CC(=O)N(C)C.CN(C)O"
C 1.0850 -1.2746 1.4214 -1.249 -0.032 -0.067
C 0.6111 0.0744 0.8891 4.022 2.004 -0.174
O 0.5330 1.0257 1.6916 -1.061 -1.127 -0.692
N 1.1265 0.4178 -0.4426 -0.627 -0.838 0.717
C 1.7613 1.7031 -0.6404 -0.457 -0.136 -0.002
C 1.6121 -0.6122 -1.3422 0.225 -0.591 0.417
H 0.7080 -1.3647 2.4389 -0.169 -0.115 -0.055
H 0.7122 -2.0871 0.8014 0.211 -0.237 0.075
H 2.1707 -1.2979 1.5020 0.021 0.152 -0.336
H 1.3633 2.1265 -1.5695 0.103 0.343 0.122
H 2.8460 1.6146 -0.7592 0.072 -0.079 0.106
H 1.5400 2.3308 0.2198 0.003 0.113 -0.167
H 1.9374 -0.2052 -2.3014 -0.161 0.233 0.135
H 0.8849 -1.3945 -1.5432 -0.205 0.226 0.002
H 2.4671 -1.1374 -0.9084 0.393 0.028 -0.046
C -2.3737 -0.8273 1.0278 -0.409 0.518 -0.217
N -1.2993 -0.3508 0.1710 0.187 2.514 -2.547
C -1.4947 1.2792 -0.4338 -2.178 -1.608 2.294
O -1.2620 -1.2213 -0.9620 -0.062 0.187 0.091
H -2.3194 -1.9117 1.1392 0.414 0.144 -0.059
H -2.2647 -0.3534 1.9999 -0.139 0.129 0.046
H -3.3531 -0.6181 0.5769 -0.043 0.131 0.245
H -1.5348 1.6034 -1.4771 0.532 -1.458 -0.264
H -2.5067 1.4050 -0.0476 -0.317 0.212 -0.248
H -0.9616 2.0510 0.1057 0.880 -0.728 0.400
H -1.9886 -0.9754 -1.5573 0.014 0.016 0.224

***

Entry 4:
26
Properties=species:S:1:pos:R:3:forces:R:3 method="wB97M-V/def2-TZVPD" multiplicity=1 relative_energy_kcal_mol=88.9 homo_ev="-12.751 / -12.741" total_charge=+1 homo_lumo_gap_ha="0.3049 / 0.3127"
C 1.4345 -0.1650 -0.0905 -5.423 1.770 -2.313
C -1.6556 -0.8638 1.1356 4.056 -3.364 -3.642
C -2.7686 1.2138 0.3342 1.926 -2.483 2.186
C -0.9780 -0.2134 -1.7149 0.883 1.317 -2.395
C 3.1248 -1.7377 0.6045 -0.645 1.213 -0.220
C -1.3171 0.4676 0.5500 -1.731 2.691 1.984
N -0.5857 0.6357 -0.6545 2.741 -2.013 1.450
N 1.8079 -1.3826 -0.0874 2.027 0.693 0.966
O 2.0192 0.8945 0.0389 3.085 2.301 0.377
P 1.4906 2.6185 -0.2538 -0.033 0.267 1.500
H -2.3050 -0.9016 1.9211 -1.974 0.265 1.808
H -2.0011 -1.4279 0.2167 -0.351 -0.030 1.505
H -0.7086 -1.5290 1.4932 -1.767 1.778 -0.714
H -2.7715 2.0687 -0.2312 0.262 2.012 -1.407
H -3.2246 1.3855 1.3110 0.259 0.083 -0.053
H -3.2867 0.4185 -0.1088 -1.397 -0.711 -0.994
H -1.9095 0.1984 -2.1112 -0.170 -0.119 -0.111
H -0.2072 -0.0860 -2.5045 -0.652 -0.095 0.160
H -1.0849 -1.2533 -1.5810 -0.297 -1.321 0.670
H 3.8598 -2.1439 -0.0762 0.144 0.628 -0.646
H 2.9012 -2.6199 1.1882 -0.064 0.461 1.083
H 3.4352 -0.7152 1.0817 -0.216 -2.575 -0.434
H -0.8153 1.0375 1.3209 0.329 0.480 0.082
H 0.9902 -1.9269 -0.1476 -0.553 -1.786 -0.003
H 2.7962 3.2145 -0.0495 -0.407 -0.770 0.367
H 1.7601 2.8127 -1.5849 -0.036 -0.690 -1.206